Molecular formula: C10H21LiO10
Method: DFT, ωB97M-V with the def2-TZVPD basis set

Geometry (Å):
1 Li -6.4154 -25.6710 -26.4780
2 C -7.0264 -22.9869 -26.9391
3 O -6.8455 -24.1573 -27.6253
4 H -8.0183 -22.5374 -26.9876
5 H -6.8473 -23.1325 -25.8739
6 H -6.2562 -22.3082 -27.3057
7 C -8.7198 -29.1848 -24.6051
8 O -9.5850 -28.0730 -24.6029
9 C -9.2858 -26.9190 -25.1935
10 O -8.2270 -26.5932 -25.7352
11 O -10.4684 -26.1019 -25.0893
12 C -10.4034 -24.7764 -25.7190
13 H -9.1467 -29.7985 -23.8118
14 H -7.7719 -28.7696 -24.2629
15 H -8.5478 -29.6549 -25.5734
16 H -11.3549 -24.2882 -25.5087
17 H -10.2859 -24.8274 -26.8014
18 H -9.5620 -24.1779 -25.3699
19 C -4.3715 -29.6098 -26.3180
20 O -5.5466 -29.5199 -27.1861
21 C -6.0422 -28.3462 -27.4888
22 O -5.5878 -27.2314 -27.1401
23 O -7.1557 -28.5593 -28.2394
24 C -7.7821 -27.4800 -28.9470
25 H -3.5893 -29.2162 -26.9671
26 H -4.1789 -30.6702 -26.1553
27 H -4.4298 -29.0770 -25.3689
28 H -8.6841 -27.8274 -29.4508
29 H -7.0797 -27.0432 -29.6569
30 H -8.0933 -26.6850 -28.2694
31 C -3.4058 -27.2985 -23.6101
32 O -3.6873 -25.9735 -23.3025
33 C -4.8064 -25.3957 -23.6574
34 O -5.5278 -25.6435 -24.6751
35 O -4.9400 -24.3503 -22.8164
36 C -6.1076 -23.5043 -22.9000
37 H -3.1764 -27.3706 -24.6732
38 H -4.3089 -27.8732 -23.4043
39 H -2.5309 -27.7020 -23.1002
40 H -7.0667 -24.0222 -22.8945
41 H -6.0853 -22.9213 -23.8207
42 H -6.1517 -22.8996 -21.9942

Properties
Charge: +1
E_HOMO (alpha / beta): -14.177 / -14.177 eV
ΔE to the lowest compared entry with this formula, charge and spin: 0.000 eV
E: -31383.9402 eV
Spin multiplicity: 2


Molecular formula: C10H21N2O2
Method: DFT, ωB97M-V with the def2-TZVPD basis set

Geometry (Å):
1 C 2.9770 -1.8342 0.0232
2 C 2.7323 -0.5490 0.2299
3 C 1.6683 0.1377 -0.5171
4 C 3.5017 0.3757 1.0873
5 C -0.9643 3.2440 -0.7530
6 C -1.8327 -1.2932 -1.4464
7 C -0.3635 -1.9731 0.2501
8 C -2.5669 -1.1518 0.9108
9 C -1.0374 1.6783 -0.9960
10 C -0.6075 0.9595 0.2471
11 N 0.7116 0.7283 0.4226
12 N -1.4579 -1.0675 -0.0566
13 O 1.3892 0.0688 -1.6556
14 O -1.1540 1.2568 1.4141
15 H 3.7497 -2.2542 0.6044
16 H 2.3287 -2.5297 -0.5828
17 H 3.6975 1.4532 0.8648
18 H 4.4394 0.0424 1.3177
19 H 2.8369 0.2336 1.9820
20 H -1.1024 3.7693 -1.6681
21 H 0.0386 3.4497 -0.3870
22 H -1.7541 3.6532 -0.2491
23 H -2.1419 -2.3828 -1.5088
24 H -2.5686 -0.7337 -1.9156
25 H -1.0145 -1.0948 -2.0712
26 H 0.1694 -1.4566 1.1241
27 H -0.7062 -3.0030 0.5060
28 H 0.3687 -2.0386 -0.4183
29 H -3.1071 -2.0300 0.7718
30 H -2.2168 -1.1868 1.9065
31 H -3.2136 -0.3093 0.7626
32 H -2.0911 1.3934 -1.3325
33 H -0.2217 1.5959 -1.7278
34 H 0.9000 0.6236 1.3609
35 H -1.3868 2.2250 1.4999

Properties
Charge: +1
E_HOMO: -13.252 eV
ΔE to the lowest compared entry with this formula, charge and spin: 2.541 eV
E: -17776.5577 eV


Molecular formula: C10H21N3O5
Method: DFT, ωB97M-V with the def2-TZVPD basis set

Geometry (Å):
1 C -0.0727 -2.7198 -0.8985
2 C 0.6827 -1.3791 -0.8412
3 C -1.0994 -2.8717 0.2261
4 C -2.2971 -1.9343 0.1210
5 C -3.3951 -2.3374 1.0951
6 C 1.5933 2.0944 -0.6909
7 C 0.3150 1.8013 -1.4723
8 C 1.2658 2.0555 0.8193
9 C 0.4043 3.2493 1.2364
10 C 2.5511 1.9921 1.6415
11 H 0.5361 -4.6150 -1.4346
12 H 1.1652 -4.1016 -0.0191
13 H -0.5979 -2.7131 -1.8640
14 H -0.6011 -2.7246 1.1930
15 H -1.4749 -3.9012 0.2218
16 H -2.7263 -1.9886 -0.8904
17 H -1.9877 -0.8970 0.2703
18 H -4.0899 -0.3795 1.1760
19 H -4.9877 -1.5455 2.0908
20 H 2.1021 -2.4102 -1.4366
21 H 2.6584 3.2342 -2.0013
22 H 1.6478 4.0930 -1.0717
23 H 2.2570 1.2455 -0.8981
24 H 0.6899 1.1359 0.9827
25 H 0.1032 3.1534 2.2867
26 H 0.9628 4.1871 1.1422
27 H -0.5086 3.3322 0.6312
28 H 3.1835 2.8590 1.4249
29 H 3.1250 1.0862 1.4116
30 H 2.3245 1.9832 2.7138
31 H -0.8960 2.5219 -2.6919
32 N 0.9178 -3.8026 -0.9601
33 N -4.2644 -1.3405 1.4209
34 N 2.2969 3.3116 -1.0557
35 O 0.1776 -0.3415 -0.4838
36 O -3.5169 -3.4732 1.5227
37 O 1.9462 -1.4545 -1.2574
38 O -0.3186 0.7752 -1.3896
39 O -0.0718 2.8196 -2.2703

Properties
E_HOMO: -6.597 eV
ΔE to the lowest compared entry with this formula, charge and spin: 5.452 eV
E: -25415.0633 eV


Repeat the third record exactly.
Molecular formula: C10H21N3O5
Method: DFT, ωB97M-V with the def2-TZVPD basis set

Geometry (Å):
1 C -0.0727 -2.7198 -0.8985
2 C 0.6827 -1.3791 -0.8412
3 C -1.0994 -2.8717 0.2261
4 C -2.2971 -1.9343 0.1210
5 C -3.3951 -2.3374 1.0951
6 C 1.5933 2.0944 -0.6909
7 C 0.3150 1.8013 -1.4723
8 C 1.2658 2.0555 0.8193
9 C 0.4043 3.2493 1.2364
10 C 2.5511 1.9921 1.6415
11 H 0.5361 -4.6150 -1.4346
12 H 1.1652 -4.1016 -0.0191
13 H -0.5979 -2.7131 -1.8640
14 H -0.6011 -2.7246 1.1930
15 H -1.4749 -3.9012 0.2218
16 H -2.7263 -1.9886 -0.8904
17 H -1.9877 -0.8970 0.2703
18 H -4.0899 -0.3795 1.1760
19 H -4.9877 -1.5455 2.0908
20 H 2.1021 -2.4102 -1.4366
21 H 2.6584 3.2342 -2.0013
22 H 1.6478 4.0930 -1.0717
23 H 2.2570 1.2455 -0.8981
24 H 0.6899 1.1359 0.9827
25 H 0.1032 3.1534 2.2867
26 H 0.9628 4.1871 1.1422
27 H -0.5086 3.3322 0.6312
28 H 3.1835 2.8590 1.4249
29 H 3.1250 1.0862 1.4116
30 H 2.3245 1.9832 2.7138
31 H -0.8960 2.5219 -2.6919
32 N 0.9178 -3.8026 -0.9601
33 N -4.2644 -1.3405 1.4209
34 N 2.2969 3.3116 -1.0557
35 O 0.1776 -0.3415 -0.4838
36 O -3.5169 -3.4732 1.5227
37 O 1.9462 -1.4545 -1.2574
38 O -0.3186 0.7752 -1.3896
39 O -0.0718 2.8196 -2.2703

Properties
E_HOMO: -6.597 eV
ΔE to the lowest compared entry with this formula, charge and spin: 5.452 eV
E: -25415.0633 eV